No. 1
{
  "formula": "C41H27AsBrFNO4Ru",
  "method": "the ωB97M-V functional and the def2-TZVPD basis",
  "multiplicity": 2,
  "s_squared": 0.97,
  "de_lowest_ev": 2.312,
  "species": ["C", "H", "C", "F", "H", "C", "H", "C", "C", "H", "C", "C", "C", "O", "C", "H", "H", "C", "C", "H", "O", "Br", "C", "C", "H", "C", "C", "C", "Ru", "C", "H", "C", "H", "C", "C", "C", "C", "O", "H", "C", "N", "H", "H", "C", "H", "C", "C", "C", "C", "C", "H", "C", "C", "C", "C", "H", "H", "As", "C", "C", "C", "C", "H", "C", "H", "H", "C", "C", "H", "H", "H", "H", "O", "H", "H", "C", "H"],
  "coordinates": [[-1.920449, 0.250836, -4.926660], [3.046551, 0.425836, -2.057560], [-4.979549, 3.207536, 0.225940], [-2.223049, 0.069536, -6.228360], [-2.234749, 2.566336, -2.522660], [5.042251, 0.534136, -1.274360], [6.895951, 0.610636, -0.212160], [1.694351, -2.459564, -2.414760], [1.496851, 2.372336, 3.680940], [-2.735149, 2.216336, -4.895960], [-6.326549, -0.234864, 0.279540], [-2.590649, 3.139436, 0.067740], [-3.810049, 1.054536, 0.130440], [-1.155449, 1.256536, 4.282040], [1.330951, -4.832264, -2.278760], [3.521751, -0.733864, 2.042040], [0.484451, -5.221664, 1.817540], [1.040351, -1.530064, 2.837040], [1.002751, -4.721764, -0.938860], [-7.275049, -0.745764, 0.320540], [1.185851, 2.142436, -1.191660], [-2.368249, -1.475264, 0.175340], [0.639451, -4.189364, 2.093140], [0.863551, -3.227164, 1.116740], [3.860551, 3.439936, 1.462940], [0.491451, 2.069436, 2.769340], [-1.019949, -0.571664, -2.882160], [1.696651, -3.712064, -3.009360], [-0.744749, 0.908936, -0.258760], [1.035151, -3.480464, -0.312660], [-0.561949, -1.391964, -2.336860], [-2.589849, 1.761036, 0.009740], [5.925251, -0.208364, 1.902540], [-5.146149, -0.986264, 0.249340], [1.359351, -2.344364, -1.074860], [-2.255149, 1.444736, -4.318660], [-1.960349, 1.625236, -2.978060], [3.162051, 3.129836, -0.961260], [0.726351, -5.604064, -0.382960], [5.845151, 0.370836, -0.158760], [2.106451, 2.706636, -0.437460], [-3.751749, 4.947136, 0.210040], [1.206251, -0.499764, 3.137840], [-1.293949, -0.761464, -4.226460], [-1.038049, -1.682464, -4.725060], [-1.338149, 0.622436, -2.238560], [0.673751, 2.324736, 1.434940], [5.297651, -0.079664, 1.031140], [1.051251, -1.886064, 1.499840], [3.946151, -0.377164, 1.108140], [0.462051, -4.569564, 4.189240], [-3.785749, 3.867336, 0.174740], [3.692151, 0.248936, -1.203560], [-3.934449, -0.351364, 0.178040], [-0.780149, 1.267236, 3.126140], [-5.911449, 3.749836, 0.290240], [3.459251, 3.189336, 3.894340], [1.243651, -0.702664, -0.024960], [0.625151, -3.821664, 3.427940], [2.685051, 2.921536, 3.190340], [-6.266449, 1.130236, 0.271240], [2.918051, 3.079036, 1.843040], [-0.198849, 2.270336, 0.752140], [1.913251, 2.726436, 0.915040], [-5.186349, -2.063864, 0.282740], [0.838851, -2.225364, 4.845440], [0.838551, -2.504664, 3.802140], [3.141551, -0.223864, -0.016160], [1.317851, -5.804064, -2.753260], [-1.669149, 3.715536, 0.006140], [5.463551, 0.892636, -2.199760], [1.947151, -1.573964, -2.990260], [-1.250949, 0.644936, 2.136640], [1.340651, 2.182936, 4.730740], [-7.165549, 1.727236, 0.327440], [-5.028649, 1.799136, 0.208240], [1.981451, -3.811664, -4.045260]],
  "forces_ev_per_a": [[0.05, 0.03, 0.25], [0.10, -0.03, -0.05], [0.09, 0.24, -0.02], [0.06, -0.01, 0.01], [0.03, 0.00, 0.09], [0.03, 0.01, -0.08], [0.12, -0.01, -0.02], [-0.01, 0.14, 0.12], [-0.06, 0.21, -0.90], [-0.11, 0.14, -0.10], [-0.16, 0.37, 0.02], [-0.31, -0.24, -0.03], [-0.15, 0.12, -0.03], [-0.06, -0.01, 0.65], [0.01, -0.06, 0.00], [0.05, -0.01, -0.10], [0.01, -0.10, -0.03], [0.03, 0.19, -0.03], [-0.06, 0.07, 0.06], [-0.12, -0.05, 0.03], [1.63, 1.64, 1.77], [0.31, 1.28, -0.18], [-0.05, 0.11, -0.07], [0.08, 0.43, 0.40], [0.14, -0.02, 0.04], [-0.51, -0.41, 0.49], [0.05, -0.11, 0.23], [0.04, 0.07, -0.10], [-1.46, -3.61, -0.42], [0.21, 0.29, -0.62], [-0.12, 0.21, -0.13], [1.18, 1.17, -0.30], [0.02, 0.02, 0.04], [0.66, -0.13, -0.06], [-0.15, -0.07, -0.05], [0.03, -0.12, -0.21], [0.01, 0.06, 0.03], [-2.55, -0.81, 1.43], [0.02, -0.12, 0.09], [0.05, 0.03, 0.04], [0.55, -0.35, -5.07], [-0.04, 0.08, 0.00], [-0.09, -0.13, -0.03], [-0.14, 0.02, -0.21], [0.01, -0.15, -0.07], [0.52, 0.41, 0.84], [0.85, 0.15, -1.17], [0.02, 0.00, 0.10], [-0.04, -0.07, 0.09], [-0.20, -0.10, 0.06], [-0.04, -0.08, 0.05], [-0.29, 0.02, 0.07], [-0.27, -0.13, 0.08], [-0.34, -0.32, -0.03], [0.57, 0.56, -0.03], [-0.09, 0.07, 0.01], [0.13, 0.03, -0.03], [0.61, -0.90, 0.23], [0.01, -0.01, 0.07], [0.03, -0.05, 0.45], [-0.08, -0.30, 0.05], [-0.12, -0.12, -1.04], [0.29, 1.06, 1.04], [-0.72, 0.26, 3.36], [-0.02, -0.10, 0.00], [-0.03, -0.01, 0.07], [0.00, 0.09, 0.05], [-0.17, 0.00, 0.08], [-0.01, -0.02, -0.02], [-0.02, -0.18, -0.06], [0.06, 0.09, -0.11], [-0.02, -0.12, -0.01], [-0.21, -0.37, -1.08], [-0.06, -0.04, 0.12], [-0.10, 0.00, -0.03], [0.32, -0.17, 0.01], [0.00, -0.02, -0.13]]
}

---

No. 2
{
  "formula": "C41H27BrIMnN2O2PS",
  "method": "the ωB97M-V functional and the def2-TZVPD basis",
  "multiplicity": 6,
  "s_squared": 8.76,
  "species": ["N", "C", "C", "C", "C", "C", "C", "H", "C", "Mn", "S", "C", "C", "C", "C", "C", "H", "H", "H", "C", "C", "P", "H", "H", "C", "C", "H", "H", "H", "C", "C", "C", "C", "C", "I", "H", "H", "C", "H", "H", "H", "H", "Br", "C", "C", "C", "O", "C", "C", "H", "H", "C", "C", "C", "C", "H", "H", "C", "H", "O", "N", "H", "C", "H", "H", "C", "C", "C", "H", "H", "C", "H", "C", "C", "H", "C", "C"],
  "coordinates": [[-1.244789, -1.670736, 1.454849], [-0.392458, 3.730114, 3.693571], [-0.481562, 1.599245, 1.786618], [3.385708, 1.342086, -4.282177], [1.212536, 2.753327, -5.244386], [0.163414, 3.514535, -5.800968], [1.870844, 1.126679, 2.220998], [0.290651, 3.912380, -6.801996], [2.359365, 2.547081, -6.053664], [-0.133969, 0.099511, 0.326006], [3.436760, 1.389589, 2.926140], [-1.879348, 5.745394, 0.431491], [-0.122909, 2.424528, -3.201263], [-1.597873, 3.333915, 3.118594], [-2.540580, 0.425139, -3.265970], [-2.574583, 3.715843, -0.662439], [6.074044, -0.213721, 2.864756], [-3.923547, 5.239145, 0.020886], [-2.124036, 6.691376, 0.899131], [-2.146242, -3.178938, 3.083999], [5.466725, -1.877229, 1.642075], [-0.696664, 1.731705, -1.526710], [0.792360, 3.798100, -0.319461], [-1.872714, 0.646986, -4.088571], [-0.971647, 3.737948, -5.096689], [-1.625648, 2.302597, 2.188469], [2.365408, -2.336255, 0.283929], [-3.370257, 3.077144, -1.028722], [-2.521532, -4.363987, -0.057746], [-3.670151, -0.350369, -3.498426], [-0.552520, 5.339168, 0.329565], [-2.266326, -3.724593, 0.775583], [-1.495039, -2.011420, 2.703877], [-4.519312, -0.690190, -2.456598], [2.650074, 0.752552, -1.565112], [6.437832, -2.355760, 1.680985], [-2.311064, -3.389808, 4.130691], [0.761352, 3.045225, 3.359576], [-3.878493, -0.699495, -4.502635], [4.291373, 1.677649, -6.219963], [-2.034611, 3.332828, -3.301131], [1.707624, 3.316041, 3.822210], [-0.905216, -0.875841, 4.099898], [-4.230013, -0.260117, -1.168670], [5.272362, -0.678620, 2.303288], [-0.241677, 4.126993, -0.267292], [-1.581613, -2.943126, -1.825362], [2.303231, 1.525328, -3.475352], [-2.254611, 0.885210, -1.985195], [-3.066742, -4.960268, 2.350153], [-4.873705, -0.535839, -0.341771], [3.420230, 1.842699, -5.598520], [-3.103819, 0.516885, -0.937004], [-2.887827, 4.931097, -0.061231], [-1.134486, -2.262137, -0.927200], [-5.392054, -1.303241, -2.643092], [-0.360658, 4.548376, 4.402666], [-1.251382, 3.311420, -0.777900], [-2.878281, 0.837376, 0.074595], [-0.261624, -1.316517, -1.013117], [1.782877, 0.040842, 1.520627], [2.361615, 2.970502, -7.052099], [1.115324, 2.212982, -3.913627], [4.603145, -3.417028, 0.413618], [-2.595474, 2.053155, 1.762721], [4.012232, -0.089736, 2.225272], [3.177576, -1.889350, 0.846154], [2.972985, -0.678774, 1.505970], [0.239688, 5.965663, 0.721273], [-1.781740, 4.324796, -5.510780], [-2.553630, -4.041096, 2.092866], [-2.517571, 3.837360, 3.399510], [4.425530, -2.477464, 0.921127], [0.697346, 1.993160, 2.444850], [4.244394, 0.809891, -3.895009], [-1.598089, -2.548656, 0.507995], [-1.097021, 3.174044, -3.816036]],
  "forces_ev_per_a": [[0.18, -0.36, 0.18], [0.01, -0.03, -0.04], [-0.34, 0.44, 0.42], [0.20, 0.04, -0.33], [0.06, -0.11, 0.19], [0.06, 0.00, -0.11], [-0.12, 0.36, 0.27], [0.00, -0.02, 0.05], [-0.16, 0.11, -0.05], [0.53, -0.02, 1.17], [0.09, 0.18, 0.16], [0.02, -0.06, -0.03], [0.08, -0.28, 0.07], [0.03, -0.05, 0.01], [-0.02, -0.07, -0.02], [-0.06, 0.06, -0.04], [-0.05, -0.02, -0.04], [0.03, -0.02, 0.00], [0.01, -0.03, 0.00], [0.07, 0.21, 0.20], [-0.05, 0.02, -0.01], [-0.11, 0.93, -1.26], [-0.02, 0.04, -0.02], [-0.04, 0.03, 0.03], [-0.16, 0.01, 0.15], [0.01, 0.08, 0.03], [0.03, 0.01, 0.00], [0.02, 0.08, -0.03], [0.00, 0.01, 0.03], [0.00, 0.01, 0.00], [0.02, -0.05, -0.06], [-0.12, -0.13, -0.06], [-0.12, 0.05, 0.26], [0.04, 0.01, -0.02], [-0.09, 0.05, 0.18], [-0.06, 0.01, 0.00], [0.01, 0.03, -0.03], [0.07, 0.05, 0.05], [0.02, -0.01, 0.04], [-0.02, -0.01, 0.05], [-0.03, 0.02, 0.07], [-0.08, -0.01, 0.00], [0.04, 0.10, -0.06], [0.07, 0.04, 0.01], [-0.04, 0.02, 0.00], [-0.04, 0.11, 0.07], [-0.03, -0.13, -0.15], [-0.43, 0.08, 0.14], [0.03, -0.05, 0.00], [0.02, 0.03, -0.04], [0.02, 0.02, -0.02], [0.18, -0.14, 0.12], [-0.03, -0.06, -0.02], [0.05, -0.03, -0.01], [0.10, 0.32, 0.22], [0.02, 0.01, 0.00], [0.00, -0.03, -0.02], [0.05, -0.04, -0.05], [-0.02, 0.02, 0.04], [-0.24, -0.81, -0.55], [0.14, -0.51, -0.33], [-0.02, -0.01, 0.05], [0.22, -0.07, -0.10], [0.00, 0.03, 0.01], [0.05, 0.01, 0.01], [0.03, 0.09, 0.06], [0.00, -0.06, -0.05], [-0.16, -0.01, -0.09], [-0.02, -0.03, 0.01], [0.00, -0.02, 0.04], [-0.10, -0.20, -0.17], [0.04, -0.01, -0.04], [0.00, 0.02, 0.01], [0.23, -0.26, -0.03], [-0.01, 0.03, -0.06], [0.05, -0.12, -0.46], [-0.16, 0.12, 0.04]]
}

---

No. 3
{
  "formula": "C41H28F10NO3PPt",
  "method": "the ωB97M-V functional and the def2-TZVPD basis",
  "species": ["C", "C", "C", "C", "H", "C", "H", "C", "C", "C", "C", "F", "H", "H", "C", "F", "C", "C", "C", "C", "C", "C", "H", "H", "C", "F", "H", "C", "C", "H", "C", "C", "H", "C", "C", "C", "H", "H", "C", "H", "H", "C", "C", "F", "H", "C", "C", "F", "C", "H", "Pt", "C", "H", "C", "F", "H", "H", "C", "C", "H", "H", "H", "F", "C", "F", "O", "C", "H", "H", "F", "H", "H", "P", "N", "H", "F", "C", "H", "O", "H", "O", "C", "C", "C", "C"],
  "coordinates": [[-1.802498, -4.250381, -0.722786], [-0.737727, -4.096599, 6.038664], [-4.414392, 5.244289, -2.437587], [-1.585391, 1.345131, -2.530628], [-4.956464, 7.029237, -0.332282], [3.364329, -4.225161, -2.011631], [-3.098976, 6.743449, -1.572591], [2.154193, -3.978684, -2.647581], [-0.192809, -2.811270, 1.996565], [1.231334, -3.167598, -0.573937], [-4.485098, 3.865297, 2.454203], [-6.210842, -3.425915, -2.324358], [-2.567033, -0.945321, -0.527586], [-3.764778, 7.174460, -3.155559], [-1.649366, -2.886041, -0.461948], [0.390889, -3.888181, 6.742319], [4.135848, -0.003050, 0.614988], [-1.145064, -2.450479, 4.183785], [-5.738260, 5.702784, -1.846112], [-3.520120, 3.008238, 0.459049], [-2.690710, -2.005068, -0.719198], [-5.564208, 6.122213, -0.394413], [2.039499, -4.191928, -3.702751], [-2.928930, 3.355889, -3.285286], [3.144551, -0.137070, 2.793181], [4.133501, -5.849827, -3.532163], [-6.526471, 6.368641, 0.055121], [-4.106384, 4.056016, -0.255203], [-3.087937, 3.224884, -2.221565], [0.915006, -4.645678, 1.757425], [-0.948144, -2.039370, 2.875080], [4.507727, -4.771117, -2.819129], [4.468344, -4.097714, -0.178456], [1.883523, -0.244848, 2.217013], [-0.583011, -3.641880, 4.612631], [-5.306070, -4.383280, -2.076375], [-6.455273, 4.880550, -1.905814], [-0.993185, -4.942737, -0.524399], [4.273677, -0.022131, 1.996174], [-1.731799, -1.847104, 4.862468], [5.254688, 0.054749, 2.447618], [1.094007, -3.451442, -1.933309], [-2.463338, 2.173611, -1.610436], [-5.874379, -5.263856, -1.230240], [-3.109654, -5.776073, -1.463666], [-3.376055, 6.351825, -2.552623], [-4.026765, -3.832254, -1.509339], [4.968521, -3.864861, -3.700992], [1.733866, -0.229945, 0.829634], [1.015801, -0.325188, 2.850573], [0.041396, -0.146733, -0.197719], [-5.089825, 4.902911, 1.752942], [-2.468389, 5.981428, -3.030392], [2.456363, -3.393785, 0.044738], [-1.004444, -5.412318, 6.108190], [-3.266127, 2.104896, 2.390360], [-4.598749, 4.822396, -3.425372], [0.349706, -4.017490, 2.432030], [3.520041, -3.927379, -0.668967], [-5.707609, 5.615448, 2.286223], [0.168588, -3.227397, -2.448649], [-4.695709, -1.799020, -1.455010], [-4.689177, 3.807038, 3.785924], [2.880256, -0.115889, 0.034460], [5.544083, -5.138389, -2.048965], [-0.877589, 0.380244, -2.036811], [-3.885633, -2.483707, -1.246279], [3.242644, -0.142846, 3.872396], [0.581174, -5.363595, 4.081327], [-1.726991, -3.448809, 6.671191], [2.785750, -0.133724, -1.046087], [2.611774, -3.129059, 1.083691], [-0.114928, -2.250688, 0.275975], [-3.881789, 4.127169, -1.627560], [-1.386964, -1.106822, 2.533977], [-5.087564, -5.040597, -3.230151], [-2.705741, 1.974221, -0.210457], [-6.129657, 6.520596, -2.451922], [-2.295292, 1.004152, 0.445596], [5.011210, 0.082958, -0.017657], [-1.594658, 1.627572, -3.720520], [0.158974, -4.426644, 3.741564], [-4.910803, 5.016682, 0.392520], [-3.717640, 2.919226, 1.842084], [-2.987938, -4.721726, -1.250267]],
  "forces_ev_per_a": [[-0.05, 0.03, 0.04], [-0.03, 0.03, -0.10], [0.08, -0.14, 0.09], [0.02, -0.30, -0.07], [0.00, 0.00, -0.01], [-0.04, 0.06, 0.02], [-0.01, -0.02, -0.01], [-0.03, -0.04, -0.03], [-0.09, -0.10, 0.02], [-0.15, 0.15, 0.21], [-0.06, 0.07, 0.07], [-0.02, -0.04, -0.01], [-0.05, -0.06, 0.03], [-0.01, -0.02, 0.01], [0.00, -0.14, 0.12], [-0.01, -0.01, 0.03], [0.03, -0.03, -0.08], [0.02, 0.02, -0.06], [-0.02, 0.01, -0.04], [-0.07, 0.03, 0.04], [0.00, -0.01, -0.08], [0.02, 0.01, 0.05], [0.02, 0.00, 0.02], [0.00, -0.03, 0.00], [0.00, -0.01, 0.05], [0.03, 0.01, 0.01], [-0.01, -0.02, -0.01], [0.03, 0.10, -0.20], [0.09, 0.06, -0.06], [0.00, 0.00, -0.01], [-0.07, 0.10, 0.02], [0.00, -0.03, 0.01], [-0.01, 0.00, -0.01], [0.15, 0.06, -0.20], [0.05, -0.04, 0.02], [0.06, 0.05, 0.02], [0.00, 0.00, 0.00], [0.00, 0.00, 0.01], [0.00, 0.01, 0.02], [0.00, -0.01, -0.01], [-0.01, 0.00, 0.00], [-0.03, 0.07, -0.01], [-0.14, 0.29, -0.06], [-0.03, -0.01, -0.02], [-0.01, 0.01, 0.00], [0.04, 0.07, 0.00], [-0.01, -0.04, -0.01], [-0.01, -0.01, 0.02], [0.00, 0.09, 0.26], [-0.10, -0.02, 0.12], [0.12, -0.39, -0.48], [-0.03, 0.04, -0.04], [-0.02, -0.02, 0.01], [0.05, 0.02, 0.11], [0.00, 0.01, 0.04], [0.00, 0.00, 0.00], [-0.01, 0.02, -0.04], [-0.06, 0.02, 0.02], [-0.01, -0.02, 0.01], [0.02, -0.02, 0.01], [-0.01, -0.02, 0.02], [0.00, -0.01, 0.00], [0.01, -0.03, 0.00], [0.00, -0.07, 0.11], [-0.01, -0.01, -0.04], [-0.21, 0.30, 0.31], [0.02, 0.05, 0.02], [-0.01, 0.00, -0.01], [-0.01, 0.02, 0.01], [0.02, -0.03, 0.03], [0.03, 0.01, 0.00], [-0.05, 0.04, 0.00], [0.38, 0.15, -0.62], [-0.10, 0.02, 0.05], [0.03, 0.01, -0.05], [-0.03, -0.01, 0.00], [0.16, -0.32, 0.06], [0.00, 0.02, 0.03], [-0.01, 0.15, 0.17], [-0.01, 0.01, 0.01], [0.01, 0.01, 0.07], [0.04, -0.04, -0.02], [0.05, -0.07, 0.04], [0.03, -0.06, -0.06], [0.03, -0.03, 0.02]]
}

---

E_tot
In order: -188810.3745 -179620.3979 -90318.0177
Unit: eV